101
Properties=species:S:1:pos:R:3:mulliken_charge:R:1 method="wB97M-V/def2-TZVPD" homo_lumo_gap_ev=10.04 spin_multiplicity=1 total_energy_ev=-344406.7177
Hf -2.44752 -18.53616 -3.10289 3.761
As -5.88305 -20.06362 -1.43008 2.225
F -7.39679 -20.50655 -0.73806 -0.511
F -4.99979 -20.58212 -0.00669 -0.506
F -4.22527 -19.54470 -2.08190 -0.621
F -6.61666 -19.54510 -2.90137 -0.403
F -5.99142 -18.44031 -0.78970 -0.509
F -5.64704 -21.62167 -2.16295 -0.438
As -1.32164 -20.60016 -6.49990 2.178
F -2.73578 -21.58309 -6.14634 -0.448
F -0.40651 -21.55179 -5.33796 -0.487
F 0.00636 -19.60310 -6.91731 -0.440
F -2.39024 -19.63868 -7.51437 -0.456
F -1.76550 -19.58886 -5.03533 -0.621
F -0.93354 -21.69701 -7.78284 -0.518
As 0.64847 -17.72980 -0.42232 2.152
F 2.03100 -17.16120 0.51014 -0.522
F 1.53366 -19.16070 -0.81139 -0.458
F -0.73235 -18.25063 -1.51391 -1.040
F -0.37422 -16.35472 -0.00896 -0.430
F 1.31197 -16.83654 -1.77056 -0.453
F -0.05344 -18.55071 0.94922 -0.488
As -2.90292 -15.94681 -6.28361 2.070
F -3.05103 -14.71079 -7.49111 -0.502
F -4.11285 -16.93490 -7.07602 -0.481
F -2.79082 -17.11806 -4.90386 -0.042
F -1.71792 -14.98360 -5.46184 -0.324
F -4.24709 -15.19878 -5.42000 -0.422
F -1.61153 -16.78117 -7.07004 -0.528
C -5.69128 -22.34400 -6.63936 -0.774
C -5.57665 -21.02980 -7.43877 -0.461
C -5.95467 -19.78543 -6.64290 -0.873
C -5.05177 -19.46037 -5.54480 0.125
N -4.31630 -19.19996 -4.71338 0.001
H -5.14962 -23.10531 -7.19124 0.344
H -6.72946 -22.58579 -6.40756 0.435
H -5.27813 -22.15012 -5.64441 -0.204
H -6.38772 -21.11093 -8.16689 0.435
H -4.59085 -20.89976 -7.87389 0.244
H -6.98963 -19.79745 -6.30600 0.438
H -5.75677 -18.93925 -7.31312 0.165
C 0.59039 -13.46469 -3.41302 -0.617
C -0.78341 -12.79608 -3.31336 -0.629
C -1.75028 -13.43203 -2.30765 -0.846
C -1.90090 -14.87315 -2.47964 -0.031
N -1.94148 -16.00504 -2.60951 0.153
H 1.29131 -13.17006 -2.63327 0.425
H 1.08990 -13.31088 -4.36827 0.308
H 0.42939 -14.54499 -3.32519 -0.196
H -1.23010 -12.70072 -4.30100 0.239
H -0.58664 -11.78435 -2.95026 0.455
H -2.72307 -12.93934 -2.26084 0.295
H -1.39392 -13.22790 -1.29285 0.317
C -6.67275 -13.39212 -2.47026 -1.039
C -6.83418 -14.25815 -3.73080 -0.388
C -6.90168 -15.77813 -3.50955 -0.628
C -5.61317 -16.42061 -3.28246 0.037
N -4.66842 -17.01362 -3.04033 0.123
H -7.18522 -13.83800 -1.61328 0.315
H -6.91604 -12.33664 -2.50706 0.374
H -5.62727 -13.54942 -2.17336 0.109
H -6.17204 -14.01902 -4.55757 0.299
H -7.86080 -14.06072 -4.05942 0.337
H -7.20891 -16.20039 -4.47088 0.239
H -7.57339 -16.12375 -2.72485 0.412
C -3.52491 -24.14419 -1.18024 -0.990
C -2.61179 -24.44418 -2.36035 -0.651
C -3.11481 -23.61405 -3.56362 -0.433
C -2.88833 -22.19423 -3.32492 -0.023
N -2.71289 -21.08120 -3.17566 -0.559
H -3.38849 -23.10465 -0.87408 0.258
H -3.38111 -24.74138 -0.28009 0.381
H -4.57620 -24.23646 -1.45648 0.251
H -2.62420 -25.47918 -2.70330 0.367
H -1.57051 -24.17564 -2.17987 0.361
H -4.16231 -23.83357 -3.75434 0.348
H -2.48299 -23.76751 -4.44526 0.323
C 3.87584 -16.00149 -6.47663 -1.488
C 2.69848 -16.05438 -5.49895 -0.011
C 1.43951 -16.72946 -6.03293 -0.231
C 0.51419 -17.14475 -4.93661 -0.227
N -0.25166 -17.43703 -4.14427 -0.134
H 3.59581 -15.48497 -7.39564 0.346
H 4.25819 -16.99520 -6.71953 0.368
H 4.76202 -15.48654 -6.10475 0.409
H 2.39202 -15.03578 -5.24767 -0.040
H 3.00693 -16.50271 -4.55389 0.363
H 1.72692 -17.68582 -6.47343 0.224
H 0.74536 -16.02186 -6.49301 0.317
C -4.67474 -18.40216 2.37572 -0.934
C -4.17140 -16.94564 2.49244 -0.609
C -2.94904 -16.68352 1.59862 -0.739
C -2.99733 -17.31508 0.30134 0.255
N -3.02211 -17.77614 -0.74529 -0.411
H -3.77655 -19.02060 2.47105 0.301
H -5.15070 -18.67862 1.44187 0.132
H -5.29417 -18.55958 3.25657 0.419
H -3.98432 -16.66255 3.52505 0.378
H -4.96799 -16.27665 2.15230 0.311
H -2.04480 -17.11775 2.03997 0.282
H -2.73690 -15.62829 1.42032 0.410